(1)
{
  "formula": "C2H6O2Si",
  "method": "ωB97M-V with the def2-TZVPD basis set",
  "elements": ["C", "C", "O", "O", "Si", "H", "H", "H", "H", "H", "H"],
  "coordinates": [[-1.850341, 0.974866, 0.033238], [-1.270663, 0.079171, 0.733453], [2.848886, 1.208152, 0.898291], [1.507826, 1.210259, 0.680399], [0.664708, -0.108702, 0.939071], [-2.992943, 1.097049, -0.066106], [-1.370919, 1.757908, -0.430283], [-1.825570, -0.775485, 1.224082], [1.633033, -1.925709, -2.524302], [1.109243, -2.256197, -2.127921], [1.546742, -1.261309, 0.640074]],
  "atomic_forces_ev_per_a": [[-4.52, 1.66, -0.85], [2.73, -4.20, 2.14], [0.18, -0.13, -0.24], [0.16, 1.50, 0.10], [-1.63, -0.79, -0.03], [1.78, -0.63, 0.30], [1.37, 1.55, -1.05], [0.48, 1.17, -0.55], [0.17, 0.12, -0.12], [-0.17, -0.11, 0.12], [-0.55, -0.12, 0.18]],
  "fmax_ev_per_a": 5.45,
  "gap_ev": [6.3, 8.4],
  "e_homo_ha": [-0.2764, -0.3433],
  "e_above_lowest_kcal_mol": 189.3,
  "spin_multiplicity": 1
}

***

(2)
{
  "formula": "C5H4BrO3",
  "method": "ωB97M-V with the def2-TZVPD basis set",
  "elements": ["C", "C", "C", "C", "C", "O", "O", "O", "Br", "H", "H", "H", "H"],
  "coordinates": [[-1.429777, 1.376071, 0.212568], [-0.176994, 1.775829, 0.504779], [1.877357, -2.545085, -0.390372], [-1.337481, -0.068732, -0.140223], [0.688775, 0.554711, 0.731792], [1.846543, -2.271892, -1.477491], [1.906625, -2.894932, 0.687056], [-0.132426, -0.553490, 0.435347], [2.310701, 0.875259, -0.642882], [-2.320954, 1.950267, 0.196216], [0.345953, 2.728707, 0.813677], [-2.212988, -0.631794, 0.388639], [-1.365340, -0.294918, -1.319101]],
  "atomic_forces_ev_per_a": [[1.70, 0.58, -0.32], [1.34, -0.72, 1.10], [-0.18, -0.11, 1.21], [-2.00, -1.95, -0.71], [-0.36, 0.83, 1.16], [-0.11, 1.01, -4.49], [0.22, -0.97, 3.26], [-0.03, 0.93, -0.85], [0.13, 0.01, -0.53], [-0.68, 0.38, -0.20], [-1.27, -0.94, -0.63], [1.40, 0.53, -1.15], [-0.16, 0.43, 2.15]],
  "fmax_ev_per_a": 4.61,
  "gap_ev": [5.7, 5.7],
  "e_homo_ha": [-0.0776, -0.0776],
  "e_above_lowest_kcal_mol": 23.2,
  "total_charge": -1,
  "spin_multiplicity": 1
}

***

(3)
{
  "formula": "C6H12",
  "method": "ωB97M-V with the def2-TZVPD basis set",
  "elements": ["C", "C", "C", "C", "C", "C", "H", "H", "H", "H", "H", "H", "H", "H", "H", "H", "H", "H"],
  "coordinates": [[1.596600, 2.080985, 0.143302], [1.448311, 0.565312, 0.023298], [-0.016981, 0.158941, -0.080768], [-0.264275, -1.346395, -0.198689], [-1.790889, -1.662127, -0.229233], [-2.269370, -0.976756, 0.998481], [1.186974, 2.585777, -0.739885], [1.051218, 2.455135, 1.018520], [2.644215, 2.380183, 0.247607], [2.003270, 0.198997, -0.851325], [1.891587, 0.078756, 0.902365], [-0.487191, 0.669329, -0.934044], [0.188735, -1.747006, -1.115115], [0.190899, -1.867576, 0.650514], [-1.904362, -2.749047, -0.135306], [-2.201279, -1.330484, -1.195693], [-0.529305, 0.526513, 0.822149], [-2.738157, -0.020536, 0.673821]],
  "atomic_forces_ev_per_a": [[0.03, 0.06, 0.01], [0.01, -0.05, -0.01], [-0.04, 0.02, 0.01], [0.18, 0.02, 0.04], [-0.14, -0.06, 0.07], [-0.02, -0.02, -0.42], [0.07, -0.08, 0.12], [0.10, -0.06, -0.13], [-0.14, -0.04, -0.02], [-0.09, 0.04, 0.10], [-0.04, 0.05, -0.13], [0.06, -0.04, 0.11], [-0.10, 0.08, 0.15], [-0.09, 0.10, -0.09], [0.06, 0.13, 0.00], [0.03, -0.01, 0.18], [0.05, 0.01, -0.10], [0.07, -0.16, 0.10]],
  "fmax_ev_per_a": 0.42,
  "gap_ev": 8.5,
  "e_homo_ha": -0.3183,
  "e_above_lowest_kcal_mol": 99.5,
  "spin_multiplicity": 1
}

***

(4)
{
  "formula": "C20H27N3O4",
  "method": "ωB97M-V with the def2-TZVPD basis set",
  "elements": ["C", "C", "O", "C", "O", "C", "C", "O", "N", "C", "C", "N", "C", "C", "C", "C", "C", "C", "N", "C", "C", "C", "C", "C", "C", "C", "O", "H", "H", "H", "H", "H", "H", "H", "H", "H", "H", "H", "H", "H", "H", "H", "H", "H", "H", "H", "H", "H", "H", "H", "H", "H", "H", "H"],
  "coordinates": [[-5.425758, -2.167764, -0.469417], [-4.427215, -1.497701, 0.458089], [-3.828815, -0.416928, -0.240026], [-2.894204, 0.305166, 0.500724], [-1.810834, -0.508128, 0.896371], [-0.926903, -0.808656, -0.106159], [0.128731, -1.793682, 0.261897], [0.635739, -2.564896, -0.534989], [0.535942, -1.676238, 1.549153], [1.832375, -2.217218, 1.923738], [2.888065, -1.491180, 1.153278], [3.378551, -0.324831, 1.477370], [4.211746, 0.029332, 0.443824], [4.992547, 1.165087, 0.263663], [5.729179, 1.252935, -0.898569], [5.699789, 0.245574, -1.865829], [4.932521, -0.890521, -1.705673], [4.188412, -0.986561, -0.541031], [3.342254, -1.945274, -0.047093], [-0.847352, -0.150041, -1.260363], [-1.669778, 1.059816, -1.569781], [-2.584665, 0.785486, -2.768625], [-2.473766, 1.521838, -0.337384], [-1.807446, 2.626649, 0.514463], [-0.877295, 2.214478, 1.660068], [0.554083, 1.836198, 1.271047], [1.075122, 1.062044, 2.329989], [-4.914682, -2.548550, -1.349248], [-5.912149, -2.991208, 0.045623], [-6.176501, -1.449627, -0.787700], [-3.655512, -2.211662, 0.773724], [-4.928142, -1.111460, 1.359368], [-3.345265, 0.628682, 1.457324], [0.248192, -0.844328, 2.055528], [1.972342, -2.073223, 2.993953], [1.854841, -3.281307, 1.674453], [5.015590, 1.940853, 1.012260], [6.347082, 2.121712, -1.070920], [6.293456, 0.361093, -2.760381], [4.908547, -1.668524, -2.453376], [2.960168, -2.739289, -0.537659], [-0.123727, -0.472288, -1.991821], [-0.977674, 1.862996, -1.854588], [-3.099607, 1.695641, -3.068095], [-1.998218, 0.423958, -3.610128], [-3.322373, 0.034854, -2.502327], [-3.411110, 1.944986, -0.712744], [-2.618473, 3.201843, 0.968190], [-1.271528, 3.303090, -0.155168], [-0.819888, 3.044732, 2.366899], [-1.297344, 1.368317, 2.202827], [1.159846, 2.740819, 1.119468], [0.567311, 1.262420, 0.334571], [1.993777, 0.790464, 2.131212]],
  "atomic_forces_ev_per_a": [[0.30, 0.28, 0.20], [-0.09, -0.26, 0.11], [0.09, 0.00, -0.08], [-0.55, 0.72, 0.13], [0.39, -0.22, -0.03], [-0.04, 0.16, -0.62], [-0.21, 0.05, 0.35], [0.07, -0.15, -0.19], [-0.17, -0.12, 0.24], [-0.17, -0.10, -0.27], [0.09, -0.12, -0.02], [-0.13, -0.04, 0.48], [0.07, -0.41, -0.63], [-0.02, -0.08, -0.03], [0.07, 0.18, 0.06], [0.00, -0.09, -0.12], [-0.01, -0.08, -0.10], [0.28, 0.59, 0.24], [0.09, -0.10, 0.17], [-0.11, -0.07, 0.25], [-0.25, -0.10, 0.01], [0.16, 0.02, 0.07], [0.10, -0.13, 0.04], [-0.03, -0.18, 0.16], [0.25, 0.04, -0.09], [-0.28, 0.12, -0.18], [0.16, -0.03, 0.39], [0.02, -0.08, -0.09], [-0.07, -0.10, 0.02], [-0.12, 0.03, -0.04], [-0.11, 0.11, -0.01], [0.08, -0.05, -0.07], [0.13, -0.11, -0.21], [0.04, 0.00, -0.09], [0.04, -0.04, -0.10], [0.03, 0.10, 0.16], [0.01, 0.10, 0.09], [0.05, 0.07, -0.01], [0.04, 0.00, -0.07], [0.03, -0.06, -0.10], [-0.09, 0.10, 0.06], [0.17, -0.14, 0.01], [-0.04, -0.05, 0.07], [-0.07, 0.10, -0.06], [0.02, -0.03, -0.15], [-0.05, -0.05, -0.06], [0.06, -0.04, 0.06], [0.02, 0.08, -0.07], [-0.08, 0.11, -0.05], [-0.02, -0.03, 0.05], [0.03, 0.06, 0.07], [-0.08, -0.05, -0.04], [0.01, 0.11, 0.07], [-0.09, 0.00, 0.00]],
  "fmax_ev_per_a": 0.92,
  "gap_ev": 9.5,
  "e_homo_ha": -0.3168,
  "e_above_lowest_kcal_mol": 45.3,
  "spin_multiplicity": 1
}

***

(5)
{
  "formula": "C20H20AuN4O2S3Sb",
  "method": "ωB97M-V with the def2-TZVPD basis set",
  "elements": ["Au", "N", "C", "C", "C", "C", "C", "C", "N", "C", "C", "C", "S", "C", "N", "H", "H", "H", "H", "H", "H", "H", "C", "Sb", "C", "C", "H", "H", "H", "H", "H", "H", "H", "H", "H", "O", "S", "O", "N", "C", "S", "C", "C", "C", "C", "C", "C", "H", "H", "H", "H"],
  "coordinates": [[-1.001623, -0.782525, -0.288238], [-2.636202, 1.784802, -3.093294], [-1.573254, 2.659885, -2.884356], [-1.294066, 3.912618, -3.422255], [-0.129535, 4.508937, -2.995292], [0.730783, 3.880934, -2.073586], [0.452571, 2.640340, -1.548990], [-0.730504, 2.032156, -1.965505], [-1.300285, 0.803995, -1.647382], [-2.424355, 0.704560, -2.332126], [-3.246039, -0.483572, -2.154234], [-4.406931, -0.878053, -2.728602], [-4.913536, -2.371472, -2.075449], [-3.565973, -2.407222, -1.067052], [-2.768794, -1.373728, -1.201729], [-3.424868, 1.948116, -3.698728], [-1.950564, 4.390848, -4.135805], [0.136830, 5.483169, -3.380659], [1.639005, 4.388445, -1.779820], [1.131817, 2.156681, -0.864222], [-4.982792, -0.381390, -3.492794], [-3.379291, -3.221287, -0.382869], [-2.356416, -2.376864, 2.792587], [-0.639379, -2.547425, 1.576416], [-0.648656, -4.485931, 0.737111], [0.980842, -2.392138, 2.897128], [-2.338903, -3.134951, 3.573751], [-3.265760, -2.482260, 2.203781], [-2.334387, -1.381566, 3.233971], [-0.083778, -5.143407, 1.397159], [-0.175838, -4.469033, -0.241751], [-1.669557, -4.859755, 0.669455], [0.799017, -3.210111, 3.595244], [0.924083, -1.437130, 3.416465], [1.920517, -2.509152, 2.368312], [2.309218, -2.162966, -0.057553], [2.191888, -0.752562, -0.288919], [2.179604, -0.258674, -1.627334], [0.762864, -0.259725, 0.479480], [0.896269, 0.621607, 1.494152], [-0.382560, 1.169568, 2.363571], [2.335772, 0.925269, 1.675147], [2.892583, 1.782606, 2.608065], [4.274004, 1.936046, 2.617947], [5.080900, 1.249771, 1.715467], [4.531323, 0.384126, 0.774426], [3.159705, 0.242707, 0.784106], [2.257431, 2.315077, 3.303623], [4.730596, 2.601030, 3.338100], [6.152807, 1.389666, 1.743954], [5.153414, -0.150059, 0.069123]],
  "atomic_forces_ev_per_a": [[0.13, -0.35, 0.31], [0.04, 0.02, 0.03], [-0.04, 0.03, -0.06], [-0.02, -0.02, 0.00], [0.03, -0.01, 0.03], [-0.03, 0.03, -0.04], [0.00, 0.02, 0.01], [0.04, -0.06, -0.03], [0.04, 0.12, -0.06], [-0.03, -0.04, -0.04], [0.02, 0.07, 0.05], [-0.01, -0.02, -0.02], [-0.04, -0.01, -0.04], [0.09, -0.06, 0.02], [-0.08, 0.17, 0.08], [0.00, 0.00, -0.01], [0.00, 0.00, 0.00], [0.00, 0.00, 0.00], [0.00, 0.00, 0.00], [-0.01, -0.01, 0.01], [-0.01, 0.00, 0.00], [0.00, 0.03, -0.01], [-0.06, 0.16, -0.05], [-0.29, -0.12, -0.02], [0.04, -0.03, -0.03], [-0.13, 0.11, 0.00], [0.08, -0.04, -0.02], [0.02, -0.03, -0.02], [0.00, -0.03, 0.03], [0.03, 0.05, 0.02], [0.01, 0.00, 0.00], [0.01, 0.06, -0.03], [0.17, 0.01, 0.06], [-0.01, -0.04, -0.02], [0.00, -0.08, -0.03], [0.00, -0.12, 0.04], [-0.13, 0.35, 0.03], [0.02, -0.11, -0.03], [0.05, 0.14, -0.27], [0.08, -0.07, 0.03], [-0.01, -0.04, -0.01], [-0.07, 0.02, 0.03], [0.01, 0.01, -0.01], [0.00, -0.01, -0.01], [0.00, 0.01, 0.01], [-0.02, -0.01, 0.00], [0.08, -0.07, 0.03], [0.00, 0.00, 0.00], [0.00, 0.00, 0.00], [0.00, 0.00, 0.00], [0.00, 0.00, 0.00]],
  "fmax_ev_per_a": 0.49,
  "gap_ev": 7.0,
  "e_homo_ha": -0.5262,
  "e_above_lowest_kcal_mol": 0.0,
  "total_charge": 2,
  "spin_multiplicity": 1
}

***

(6)
{
  "formula": "C2H4N4O",
  "method": "ωB97M-V with the def2-TZVPD basis set",
  "elements": ["H", "N", "C", "N", "N", "C", "N", "O", "H", "H", "H"],
  "coordinates": [[-2.808948, 0.717196, -0.345005], [-2.384255, -0.185612, -0.227281], [-1.060191, -0.052480, -0.048888], [-0.166579, 0.976786, 0.629409], [1.055836, 1.146722, -0.239856], [1.518685, 0.001794, -0.234715], [1.015882, -1.114055, 0.214075], [-0.429790, -1.182050, 0.236064], [-0.766125, 1.843265, 0.470106], [2.571240, -0.110231, -0.260039], [1.454240, -2.041333, -0.193868]],
  "atomic_forces_ev_per_a": [[-0.21, 0.61, 0.19], [4.93, 0.52, -0.37], [-2.95, 0.61, 3.33], [-3.59, 2.14, -3.79], [-2.54, 2.05, 1.67], [3.56, -0.20, -0.39], [-1.61, -4.30, 0.39], [1.34, -3.04, -1.25], [1.48, -0.87, 0.47], [1.33, -0.06, -1.37], [-1.74, 2.53, 1.11]],
  "fmax_ev_per_a": 5.64,
  "gap_ev": 9.8,
  "e_homo_ha": -0.3411,
  "e_above_lowest_kcal_mol": 124.9,
  "spin_multiplicity": 1
}